[1]
# C5H4N4S

A cluster of 2 separate species, C5H4N4S in total (ωB97M-V/def2-TZVPD, the OMol25 dataset).

Summary:
Total charge: 0
Kohn-Sham gap: 8.41 eV
Structure (SMILES): C=CN=C=N.N#CN=C=S
ΔE to the lowest compared entry with this formula, charge and spin: 97.99 kcal/mol
HOMO energy: -8.994 eV
Total energy: -22042.02096 eV

The geometry in XYZ format:
```
14
Properties=species:S:1:pos:R:3:forces:R:3:lowdin_charge:R:1
C -1.345 0.789 -1.075 0.4 -0.5 1.8 0.027
C -0.784 0.675 0.141 -2.3 0.0 0.9 -0.243
N 0.540 0.486 0.423 0.8 -1.2 0.1 0.108
C 1.448 0.136 1.162 -3.0 2.2 -2.5 -0.300
N 2.529 0.210 1.670 1.5 0.0 1.0 0.172
H -2.392 0.878 -1.192 -1.0 0.3 0.5 0.037
H -0.899 0.605 -1.995 1.5 0.0 -1.3 0.033
H -1.524 0.716 1.027 1.4 0.1 -1.2 0.094
H 2.865 -0.533 2.217 0.8 -1.0 0.8 0.039
N 1.430 -2.942 3.231 1.6 -0.1 0.3 0.167
C 0.436 -2.565 2.815 0.0 -0.5 0.3 -0.342
N -0.764 -2.362 2.395 -1.3 0.9 -0.6 0.106
C -1.743 -1.694 2.644 0.4 -1.0 -0.3 -0.747
S -3.134 -1.086 2.824 -0.7 0.7 0.2 0.848
```
Positions in Å, forces in eV/Å.


[2]
# C5H4NO3

A structure of composition C5H4NO3 (ωB97M-V/def2-TZVPD, the OMol25 dataset).

Summary:
Total charge: -1
Kohn-Sham gap: 8.38 eV
ΔE to the lowest compared entry with this formula, charge and spin: 38.40 kcal/mol
HOMO energy: -4.428 eV
Total energy: -12882.05857 eV

The geometry in XYZ format:
```
13
Properties=species:S:1:pos:R:3:forces:R:3:lowdin_charge:R:1
C -0.490 0.556 1.113 -0.2 -0.1 0.5 -0.490
C 0.898 -1.923 0.922 -0.7 3.2 -2.1 -0.726
C -0.691 0.372 -1.256 1.7 -0.2 -0.3 -0.057
C -0.381 1.368 -0.183 -2.3 1.2 0.6 -0.183
C 0.662 0.408 -0.507 2.4 0.3 -1.4 -0.248
N 0.588 -0.237 0.805 0.4 0.3 -0.6 0.091
O 1.703 -2.202 0.096 2.3 -0.7 -1.2 0.030
O -1.277 0.576 2.030 -0.1 0.2 0.3 0.036
O 0.073 -2.365 1.609 -2.4 -2.5 3.3 0.071
H -1.443 -0.349 -1.000 0.0 -0.7 -0.4 0.100
H -0.546 0.716 -2.290 -0.6 -0.1 0.4 0.093
H -0.755 2.385 -0.351 1.1 -0.1 0.3 0.129
H 1.658 0.697 -0.989 -1.6 -0.9 0.5 0.153
```
Positions in Å, forces in eV/Å.


[3]
# C5H4NO3

The ion C5H4NO3 with charge -1 (ωB97M-V/def2-TZVPD, the OMol25 dataset).

Summary:
Total charge: -1
Kohn-Sham gap: 7.64 eV
ΔE to the lowest compared entry with this formula, charge and spin: 56.23 kcal/mol
HOMO energy: -3.650 eV
Total energy: -12881.28551 eV

The geometry in XYZ format:
```
13
Properties=species:S:1:pos:R:3:forces:R:3:lowdin_charge:R:1
C -0.111 0.667 0.597 2.6 -0.9 -1.8 -0.178
C 1.507 0.269 -0.863 -2.1 1.0 1.4 -0.401
C 0.332 -1.736 -1.122 0.8 0.3 0.5 -0.642
C -0.071 1.713 1.421 -1.0 -1.0 -0.9 -0.077
C -1.074 -0.374 0.233 -4.1 0.5 -0.5 -0.220
N 1.426 -0.937 -1.246 0.1 -0.5 -0.3 0.150
O 2.121 1.258 -1.075 0.6 0.5 0.2 0.044
O 0.434 -2.935 -1.145 -0.4 -0.9 -0.3 0.052
O -0.888 -1.148 -1.006 0.6 0.4 0.1 -0.070
H -1.012 1.960 1.936 0.5 0.3 0.4 0.031
H 0.807 2.361 1.432 -0.3 0.0 0.1 0.031
H -1.341 -1.202 0.960 0.6 1.2 -0.2 0.128
H -2.131 0.104 -0.122 2.0 -0.7 1.3 0.152
```
Positions in Å, forces in eV/Å.


[4]
# C5H4NO3

A structure of composition C5H4NO3 (ωB97M-V/def2-TZVPD, the OMol25 dataset).

Summary:
Total charge: -1
Kohn-Sham gap: 8.26 eV
ΔE to the lowest compared entry with this formula, charge and spin: 19.97 kcal/mol
HOMO energy: -4.473 eV
Total energy: -12882.85793 eV

The geometry in XYZ format:
```
13
Properties=species:S:1:pos:R:3:forces:R:3:lowdin_charge:R:1
C 1.301 0.711 0.807 1.3 0.6 0.0 -0.252
C -1.002 1.263 0.124 -0.1 -1.9 3.1 -0.251
C -0.333 -1.164 1.159 -1.4 0.2 -0.5 -0.608
C 0.388 -0.339 -1.341 1.4 0.3 -2.7 -0.116
C 0.187 0.350 0.007 -1.4 0.4 -0.5 -0.358
N 2.208 1.024 1.461 -0.5 -0.3 -0.3 0.121
O 0.057 -2.163 0.640 1.0 -0.9 -0.5 0.050
O -1.328 1.896 1.149 0.9 -0.4 -2.8 -0.018
O -1.043 -0.771 2.024 -0.2 0.5 1.1 0.080
H -1.751 0.854 -0.583 -0.4 1.0 -0.4 0.115
H 0.674 0.346 -2.267 0.4 -0.8 2.1 0.093
H 1.089 -1.219 -1.273 -0.4 1.3 0.0 0.082
H -0.446 -0.787 -1.909 -0.7 0.0 1.4 0.062
```
Positions in Å, forces in eV/Å.


[5]
# C5H4NS5SbY

A structure of composition C5H4NS5SbY (ωB97M-V/def2-TZVPD, the OMol25 dataset).

Summary:
Total charge: -1
Kohn-Sham gap: 6.08 eV
ΔE to the lowest compared entry with this formula, charge and spin: 0.00 kcal/mol
HOMO energy: -3.715 eV
Total energy: -68503.20837 eV

The geometry in XYZ format:
```
17
Properties=species:S:1:pos:R:3:forces:R:3:lowdin_charge:R:1
Y 1.840 -0.082 0.787 2.1 -0.6 -2.5 0.515
S 2.029 -1.963 -1.067 0.1 -1.6 0.9 -0.258
Sb 4.335 -1.195 -0.826 -3.5 1.8 0.5 -0.158
S 3.158 0.805 -1.506 0.7 1.2 0.5 -0.322
S 4.404 -0.695 1.477 0.1 -0.3 0.4 -0.240
S 5.951 -1.890 -2.051 1.8 -0.9 -1.0 -0.190
S 0.129 0.148 2.651 -1.5 0.3 1.8 0.485
C -1.036 0.346 1.350 -0.3 0.0 1.3 -0.783
C -2.414 0.567 1.439 -0.9 0.2 1.8 -0.097
C -3.198 0.616 0.316 -0.8 0.2 -1.0 -0.068
C -2.568 0.464 -0.928 0.1 0.5 1.7 -0.063
C -1.212 0.354 -0.910 -0.2 -0.8 -1.1 -0.134
N -0.482 0.253 0.178 1.0 0.2 -1.2 -0.111
H -2.863 0.716 2.431 0.3 -0.2 -0.5 0.109
H -4.306 0.807 0.302 1.3 -0.3 0.5 0.124
H -3.085 0.540 -1.831 -0.7 0.0 -1.2 0.083
H -0.682 0.208 -1.814 0.6 0.1 -0.9 0.109
```
Positions in Å, forces in eV/Å.


[6]
# C5H4O

An isolated molecule of C5H4O (ωB97M-V/def2-TZVPD, the OMol25 dataset).

Summary:
Total charge: 0
Kohn-Sham gap: 9.38 eV
Structure (SMILES): C#C/C=C/C=O
ΔE to the lowest compared entry with this formula, charge and spin: 44.94 kcal/mol
HOMO energy: -9.978 eV
Total energy: -7293.75948 eV

The geometry in XYZ format:
```
10
Properties=species:S:1:pos:R:3:forces:R:3:lowdin_charge:R:1
C 2.828 -0.508 -0.080 -2.5 1.5 0.1 0.119
C 1.701 -0.041 -0.057 -0.2 -0.7 0.0 -0.122
C 0.302 0.485 -0.056 2.2 1.5 -0.6 -0.113
C -0.784 -0.283 0.109 0.6 -2.9 1.0 -0.092
C -2.189 0.136 0.085 -1.5 0.8 -1.5 -0.274
O -3.167 -0.559 -0.200 2.2 1.0 1.0 0.031
H 3.855 -0.702 -0.051 0.7 -0.4 0.0 0.015
H 0.388 1.635 -0.290 -1.0 -2.3 0.6 0.150
H -0.649 -1.418 0.356 -0.1 2.2 -0.7 0.159
H -2.285 1.256 0.184 -0.3 -0.6 0.2 0.126
```
Positions in Å, forces in eV/Å.


[7]
# C5H4O

A cluster of 2 separate species, C5H4O in total (ωB97M-V/def2-TZVPD, the OMol25 dataset).

Summary:
Total charge: 0
Kohn-Sham gap: 9.46 eV
ΔE to the lowest compared entry with this formula, charge and spin: 112.09 kcal/mol
HOMO energy: -10.184 eV
Total energy: -7290.84777 eV

The geometry in XYZ format:
```
10
Properties=species:S:1:pos:R:3:forces:R:3:lowdin_charge:R:1
C 2.268 -1.460 -0.177 1.9 -1.0 0.5 -0.058
C 1.212 -0.880 -0.204 -3.2 2.6 0.4 -0.023
C -0.191 1.641 0.292 0.1 0.4 0.2 0.028
C -1.639 -0.444 -0.230 -0.6 -1.6 2.2 -0.264
C -0.471 0.401 -0.011 4.8 -2.0 -0.5 -0.102
O -2.052 -1.145 0.683 0.3 0.9 -1.3 0.069
H 3.266 -2.002 -0.035 -2.2 1.1 -0.5 0.048
H -1.101 2.243 0.403 0.4 0.2 0.0 0.084
H 0.809 2.113 0.483 -1.2 -0.8 -0.3 0.100
H -2.101 -0.466 -1.202 -0.2 0.1 -0.7 0.118
```
Positions in Å, forces in eV/Å.


[8]
# C5H4O2

An isolated molecule of C5H4O2 (ωB97M-V/def2-TZVPD, the OMol25 dataset).

Summary:
Total charge: 0
Kohn-Sham gap: 9.04 eV
Structure (SMILES): O=C=C/C=C\C=O
ΔE to the lowest compared entry with this formula, charge and spin: 30.37 kcal/mol
HOMO energy: -9.073 eV
Total energy: -9342.86518 eV

The geometry in XYZ format:
```
11
Properties=species:S:1:pos:R:3:forces:R:3:lowdin_charge:R:1
O -0.656 -2.545 0.825 0.4 1.0 0.2 0.207
C -0.215 -1.501 1.078 -0.3 -0.7 -0.1 -0.172
C 0.277 -0.317 1.416 0.0 -0.1 0.0 -0.085
C 0.174 0.900 0.618 -0.1 0.0 -0.1 -0.098
C -0.053 1.034 -0.702 0.0 0.0 0.1 -0.069
C -0.103 -0.084 -1.652 -0.1 0.1 -0.2 -0.279
O -0.506 0.011 -2.792 0.2 0.0 0.4 0.041
H 0.706 -0.276 2.412 0.0 0.0 -0.1 0.117
H 0.271 1.808 1.209 0.0 -0.1 -0.1 0.110
H -0.191 2.024 -1.129 0.0 -0.1 0.1 0.111
H 0.296 -1.053 -1.282 -0.1 0.1 -0.1 0.117
```
Positions in Å, forces in eV/Å.